No. 1
93
Properties=species:S:1:pos:R:3:lowdin_charge:R:1 method="wB97M-V/def2-TZVPD" s_squared=6.019 e_lumo_ev="-5.336 / -9.397" homo_energy_ha="-0.4448 / -0.5133" multiplicity=5 charge=+2 total_energy_ev=-75836.9019 gap_ev="6.77 / 4.57"
P 2.1881 -1.1337 -5.4480 1.023
P 3.1228 -3.6153 -3.5110 0.941
C 3.5285 -2.3132 -5.9869 -0.384
C 3.3315 -3.6992 -5.3701 -0.406
H 4.4911 -1.8583 -5.6850 0.090
H 3.5047 -2.3547 -7.0869 0.107
H 2.4291 -4.2042 -5.7618 0.084
H 4.1961 -4.3532 -5.5630 0.100
C 4.9037 -3.3689 -3.0819 -0.244
H 5.0243 -3.4695 -1.9940 0.056
H 5.2464 -2.3687 -3.3827 0.048
H 5.5214 -4.1274 -3.5829 0.062
C 2.9247 -5.4281 -3.2865 -0.253
H 3.8076 -5.9570 -3.6733 0.063
H 2.0298 -5.7571 -3.8379 0.056
H 2.7966 -5.6453 -2.2171 0.052
C 2.7815 0.3294 -6.3754 -0.229
H 2.0831 1.1612 -6.2019 0.058
H 2.8462 0.1119 -7.4512 0.074
H 3.7789 0.6050 -5.9956 0.061
C 0.8173 -1.7838 -6.4904 -0.220
H 0.5061 -2.7827 -6.1554 0.055
H 1.1189 -1.8386 -7.5465 0.075
H -0.0423 -1.1044 -6.4011 0.060
Pd 0.2397 -0.2596 -0.1774 0.714
C 0.8925 -2.3523 -0.6967 -0.179
C 2.0116 -1.5386 -0.4983 -0.183
C 2.8921 -0.9480 -1.5621 -0.219
C 2.5570 0.4876 -2.0166 -0.165
C 1.0872 0.7363 -2.1275 -0.165
C 0.0912 -0.1512 -2.5300 -0.162
C 0.3031 -1.5440 -3.0219 -0.249
C 0.1702 -2.6682 -1.9677 -0.178
C -1.1000 1.2484 -0.2605 -0.150
H 0.6116 -2.9720 0.1592 0.117
H 2.4713 -1.6005 0.4967 0.116
H 2.8691 -1.6117 -2.4409 -0.010
H 3.9321 -0.9690 -1.2084 0.128
H 2.9553 1.1911 -1.2637 0.129
H 3.0922 0.7212 -2.9566 0.119
H 0.7794 1.7739 -1.9736 0.114
H -0.9094 0.2597 -2.6970 0.111
H 1.3369 -1.6008 -3.4139 -0.039
H -0.3750 -1.7388 -3.8674 0.118
H -0.9014 -2.8184 -1.7548 0.131
H 0.5304 -3.6169 -2.4015 0.097
H -2.0148 0.8973 0.2338 0.011
H -1.2809 1.5746 -1.2887 0.018
H -0.6299 2.0401 0.3372 0.028
C -0.6023 4.9408 2.6047 -0.024
C -0.1991 3.6228 3.2664 -0.631
C 1.2437 3.2793 2.9157 -0.026
C -0.3926 3.7588 4.7742 -0.023
O -1.0784 2.6133 2.7277 -0.144
Si -1.3878 1.0306 3.1359 -0.041
S -0.0942 -0.2998 2.2650 0.686
O -1.4762 0.9314 4.7961 -0.141
C -0.8202 0.2500 5.8971 -0.633
C 0.6905 0.2082 5.7004 -0.044
C -1.1630 1.0135 7.1797 -0.016
C -1.3562 -1.1706 6.0333 -0.040
O -2.9588 0.9621 2.5623 -0.125
C -3.9162 -0.1117 2.5674 -0.649
C -3.4383 -1.2473 1.6845 -0.043
C -4.1704 -0.5961 3.9884 -0.025
C -5.2217 0.4408 2.0070 -0.022
H 0.0351 5.7493 2.9826 0.096
H -1.6448 5.1875 2.8340 0.099
H -0.4891 4.8907 1.5166 0.085
H 1.9041 4.0868 3.2610 0.103
H 1.5636 2.3416 3.3846 0.074
H 1.3590 3.1759 1.8304 0.080
H -1.4580 3.7719 5.0328 0.108
H 0.1009 2.9473 5.3195 0.052
H 0.0527 4.7026 5.1226 0.104
H 1.1220 1.2174 5.7363 0.079
H 1.1304 -0.3725 6.5269 0.103
H 0.9527 -0.2734 4.7486 0.033
H -2.2480 1.0396 7.3426 0.098
H -0.6993 0.5003 8.0347 0.100
H -0.7864 2.0432 7.1548 0.081
H -2.4317 -1.1567 6.2533 0.087
H -1.1576 -1.7601 5.1310 0.083
H -0.8530 -1.6552 6.8835 0.101
H -2.4602 -1.6342 2.0007 0.051
H -4.1673 -2.0693 1.7162 0.105
H -3.3488 -0.9112 0.6445 0.079
H -4.3905 0.2456 4.6570 0.109
H -5.0359 -1.2715 3.9984 0.103
H -3.3195 -1.1542 4.3857 0.055
H -5.6121 1.2575 2.6228 0.100
H -5.0963 0.8102 0.9841 0.090
H -5.9705 -0.3613 1.9913 0.097

No. 2
99
Properties=species:S:1:pos:R:3:lowdin_charge:R:1 method="wB97M-V/def2-TZVPD" e_lumo_ev=-2.749 homo_energy_ha=-0.3617 charge=+1 total_energy_ev=-83520.0980 gap_ev=7.09
C -7.0623 0.5295 2.9191 -0.109
O -7.3976 0.1436 1.6002 -0.187
C -7.2664 -1.2385 1.3257 -0.238
C -6.1639 -1.5001 0.3090 -0.171
C -4.8431 -0.8055 0.6383 -0.191
C -3.6097 -1.5632 0.1284 -0.211
C -2.3839 -1.2636 0.9858 -0.180
C -0.9925 -1.5307 0.3534 -0.205
C -0.9861 -2.1027 -1.0568 -0.187
C -1.1279 -1.0820 -2.2183 -0.188
C -1.3443 0.3668 -1.7928 -0.223
C -1.6380 1.2956 -2.9834 -0.200
C -0.6164 2.4029 -3.2760 -0.260
P 0.0261 3.4789 -1.8916 0.864
C 0.1265 3.1962 -0.0552 -0.281
C -0.3821 4.3016 0.8823 -0.239
C -0.5145 3.6832 2.2818 -0.251
S -1.0408 4.8978 3.4550 0.583
O 0.0805 5.6323 3.9315 -0.261
O -2.1536 5.5940 2.9061 -0.257
O -1.5911 4.0064 4.6652 -0.145
C 1.7929 2.6573 -2.0956 -0.298
C 1.9614 1.1759 -1.8457 -0.252
O 1.9045 0.8628 -0.4432 -0.153
C 2.6034 -0.3102 -0.1570 -0.103
C 2.3205 -0.7050 1.3062 -0.495
F 1.3509 0.0387 1.9108 0.139
F 3.4552 -0.5680 2.0753 0.091
F 1.9680 -2.0206 1.4000 0.109
C -1.5321 4.5823 -1.8447 -0.358
C -2.9173 4.2142 -1.2827 -0.689
C -3.1394 2.9587 -0.4393 -0.132
Cl -4.1223 4.1582 -2.6649 0.586
H -6.7346 1.5634 2.8826 0.087
H -7.9220 0.4398 3.5795 0.087
H -6.2357 -0.0625 3.3081 0.073
H -7.0675 -1.8090 2.2339 0.119
H -8.2103 -1.5800 0.9064 0.119
H -6.0013 -2.5766 0.2564 0.108
H -6.5344 -1.1922 -0.6657 0.117
H -4.8611 0.1674 0.1500 0.108
H -4.7520 -0.5987 1.7011 0.100
H -3.4750 -1.3102 -0.9212 0.099
H -3.8349 -2.6272 0.1554 0.110
H -2.4786 -1.8892 1.8710 0.111
H -2.4444 -0.2432 1.3609 0.100
H -0.3982 -0.6261 0.4223 0.072
H -0.4793 -2.2489 0.9905 0.094
H -1.7355 -2.8770 -1.1754 0.103
H -0.0331 -2.6176 -1.1867 0.093
H -2.0195 -1.3496 -2.7847 0.108
H -0.3046 -1.1663 -2.9275 0.102
H -0.5410 0.7181 -1.1541 0.068
H -2.2277 0.3476 -1.1614 0.083
H -1.6782 0.6680 -3.8725 0.110
H -2.6432 1.6941 -2.9008 0.073
H 0.1875 1.9693 -3.8591 0.075
H -1.0943 3.1007 -3.9619 0.084
H 0.6866 4.6628 -2.3407 0.068
H 1.1774 3.0714 0.1777 0.075
H -0.2992 2.2485 0.2634 0.066
H -1.3586 4.6999 0.6438 0.079
H 0.3756 5.0767 0.9438 0.128
H 0.3779 3.1528 2.5999 0.115
H -1.3174 2.9443 2.2217 0.103
H -1.4206 3.0718 4.5129 0.082
H 2.0955 2.8181 -3.1318 0.078
H 2.5595 3.1793 -1.5187 0.084
H 2.9540 0.8775 -2.2075 0.117
H 1.2678 0.5479 -2.4061 0.102
H 2.2438 -1.1088 -0.8079 0.137
H 3.6820 -0.1718 -0.2603 0.139
H -1.2227 5.5030 -1.3513 0.072
H -1.6722 4.9039 -2.8725 0.047
H -3.2904 5.0565 -0.7164 0.081
H -2.2506 2.4593 -0.0717 0.043
H -3.7513 3.2094 0.4235 0.088
H -3.7204 2.2287 -0.9896 0.043
C 7.4444 -3.2768 -0.1484 0.020
N 6.6499 -4.5511 -0.1391 -0.367
C 7.6023 -5.6847 -0.3496 0.010
C 5.6652 -4.5293 -1.2565 0.020
C 5.9587 -4.7915 1.1871 -0.095
C 4.9018 -3.7934 1.6017 -0.224
O 5.4765 -2.5100 1.7571 -0.052
H 8.1070 -3.3093 -1.0116 0.113
H 6.7739 -2.4338 -0.2400 0.100
H 8.0217 -3.2163 0.7680 0.119
H 8.0978 -5.5480 -1.3064 0.113
H 7.0446 -6.6177 -0.3468 0.115
H 8.3313 -5.6789 0.4560 0.118
H 5.0054 -3.6765 -1.1328 0.104
H 5.0962 -5.4558 -1.2418 0.120
H 6.2102 -4.4361 -2.1922 0.117
H 6.7543 -4.8235 1.9306 0.146
H 5.5029 -5.7779 1.1105 0.143
H 4.4979 -4.1396 2.5577 0.141
H 4.0742 -3.7673 0.8858 0.116
H 4.7658 -1.8601 1.8608 0.063